The following is a DFT calculation (ωB97M-V with the def2-TZVPD basis set) of a cluster of 2 separate species, C3H5N2O in total.

Positions of all 11 atoms, in Å:
C -2.539 0.691 0.131
C 2.030 0.971 0.027
C 0.948 -1.200 -0.088
N -1.780 -0.184 -0.226
N 1.477 -0.153 -0.026
O 0.644 -2.379 0.125
H -3.232 0.810 0.871
H -2.637 1.472 -0.560
H 2.966 1.395 -0.442
H 1.603 1.631 0.748
H 0.520 -3.055 -0.561

LUMO energy (alpha / beta) in eV: -3.9 / -6.1
Molecular weight in g mol⁻¹: 85.09
Energy relative to the best compared isomer or geometry (same formula, charge and spin) in eV: 6.680
Total charge: +1
Highest occupied orbital energy (alpha / beta) in hartree: -0.51266 / -0.49046
2S+1: 1

Atom charges from the natural (NBO) analysis, given in e for atoms 1 to 8: number 1, C, carries -0.18; number 2, C, carries -0.05; number 3, C, carries 0.88; number 4, N, carries -0.25; number 5, N, carries -0.33; number 6, O, carries -0.57; number 7, H, carries 0.22; number 8, H, carries 0.21

***

The following is a DFT calculation (ωB97M-V with the def2-TZVPD basis set) of the ion C3H5N2O2 with charge -1.

Positions of all 12 atoms, in Å:
C -0.442 0.045 -0.640
C -0.234 -0.522 0.670
C 0.856 0.201 -0.052
N 2.097 -0.759 -0.670
N 3.278 -0.287 -0.681
O 4.182 -1.086 -1.016
O 3.594 0.862 -0.392
H -0.794 -0.543 -1.570
H -0.900 1.004 -0.703
H -0.792 0.008 1.567
H -0.099 -1.576 0.689
H 1.234 1.171 0.146

LUMO energy in eV: 4.0
Molecular weight in g mol⁻¹: 101.08
Energy relative to the best compared isomer or geometry (same formula, charge and spin) in eV: 3.637
Total charge: -1
Highest occupied orbital energy in hartree: -0.13514
2S+1: 1
SMILES: [O-][N+]([O-])=NC1CC1

Atom charges from the natural (NBO) analysis, given in e for atoms 1 to 8: number 1, C, carries -0.45; number 2, C, carries -0.44; number 3, C, carries -0.09; number 4, N, carries -0.42; number 5, N, carries 0.56; number 6, O, carries -0.59; number 7, O, carries -0.60; number 8, H, carries 0.20

***

The following is a DFT calculation (ωB97M-V with the def2-TZVPD basis set) of the ion C3H5N2O2 with charge +1.

Positions of all 12 atoms, in Å:
C 0.662 0.172 -1.027
C 1.035 -0.780 1.371
C -1.256 0.093 0.830
N 0.041 -0.197 0.568
N -0.211 0.656 -1.781
O 2.130 -0.987 0.966
O -2.015 0.566 0.019
H 1.708 -0.074 -1.123
H 0.676 -1.000 2.384
H -1.551 -0.151 1.861
H -0.024 0.933 -2.748
H -1.195 0.769 -1.322

LUMO energy (alpha / beta) in eV: -5.3 / -9.9
Molecular weight in g mol⁻¹: 101.08
Energy relative to the best compared isomer or geometry (same formula, charge and spin) in eV: 2.078
Total charge: +1
Expectation value of S²: 2.0204
Highest occupied orbital energy (alpha / beta) in hartree: -0.41109 / -0.57943
2S+1: 3

Atom charges from the natural (NBO) analysis, given in e for atoms 1 to 8: number 1, C, carries 0.22; number 2, C, carries 0.55; number 3, C, carries 0.34; number 4, N, carries -0.43; number 5, N, carries -0.73; number 6, O, carries -0.43; number 7, O, carries -0.14; number 8, H, carries 0.28

***

The following is a DFT calculation (ωB97M-V with the def2-TZVPD basis set) of an isolated molecule of C3H5N2OP.

Positions of all 12 atoms, in Å:
C 0.562 -0.769 -1.536
C -0.413 0.262 -1.516
C 1.039 -1.279 -0.424
N 0.619 -0.707 1.141
N -0.625 1.252 2.015
O -1.215 0.443 -0.626
P -0.894 -0.231 1.254
H 0.894 -0.974 -2.485
H -0.597 1.055 -2.234
H 1.810 -1.993 -0.464
H 0.270 1.229 2.483
H -1.451 1.711 2.391

LUMO energy in eV: -0.2
Molecular weight in g mol⁻¹: 116.06
Energy relative to the best compared isomer or geometry (same formula, charge and spin) in eV: 3.291
Total charge: 0
Highest occupied orbital energy in hartree: -0.29035
2S+1: 1
SMILES: NP1N=CC=CO1

Atom charges from the natural (NBO) analysis, given in e for atoms 1 to 8: number 1, C, carries -0.48; number 2, C, carries 0.43; number 3, C, carries 0.16; number 4, N, carries -1.08; number 5, N, carries -1.19; number 6, O, carries -0.59; number 7, P, carries 1.34; number 8, H, carries 0.23

***

The following is a DFT calculation (ωB97M-V with the def2-TZVPD basis set) of an isolated molecule of C3H5N2P.

Positions of all 11 atoms, in Å:
C 0.701 1.251 -1.317
C -0.123 0.279 -0.811
C -0.751 -1.378 1.155
N 1.398 1.899 -0.324
N 0.051 0.114 0.481
P 1.105 1.245 1.131
H 0.676 1.697 -2.341
H -0.478 -0.502 -1.437
H -1.842 -1.138 1.162
H -0.485 -1.977 0.186
H -0.252 -1.491 2.117

LUMO energy in eV: 0.7
Molecular weight in g mol⁻¹: 100.06
Energy relative to the best compared isomer or geometry (same formula, charge and spin) in eV: 0.994
Total charge: 0
Highest occupied orbital energy in hartree: -0.30463
2S+1: 1
SMILES: Cn1ccnp1

Atom charges from the natural (NBO) analysis, given in e for atoms 1 to 8: number 1, C, carries -0.07; number 2, C, carries -0.12; number 3, C, carries -0.35; number 4, N, carries -0.82; number 5, N, carries -0.67; number 6, P, carries 0.96; number 7, H, carries 0.21; number 8, H, carries 0.20

***

The following is a DFT calculation (ωB97M-V with the def2-TZVPD basis set) of an isolated molecule of C3H5N3.

Positions of all 11 atoms, in Å:
C -1.635 -0.072 0.106
N -0.209 -0.189 -0.138
C 0.692 0.772 0.189
C 1.904 0.110 0.101
N 1.658 -1.158 -0.305
N 0.372 -1.325 -0.459
H -2.181 -0.578 -0.687
H -1.842 -0.537 1.073
H -1.935 0.982 0.164
H 0.255 1.577 -0.360
H 2.921 0.418 0.318

LUMO energy in eV: 0.9
Molecular weight in g mol⁻¹: 83.09
Energy relative to the best compared isomer or geometry (same formula, charge and spin) in eV: 2.303
Total charge: 0
Highest occupied orbital energy in hartree: -0.35895
2S+1: 1
SMILES: Cn1ccnn1

Atom charges from the natural (NBO) analysis, given in e for atoms 1 to 8: number 1, C, carries -0.41; number 2, N, carries -0.14; number 3, C, carries -0.16; number 4, C, carries -0.09; number 5, N, carries -0.25; number 6, N, carries -0.05; number 7, H, carries 0.22; number 8, H, carries 0.22

***

The following is a DFT calculation (ωB97M-V with the def2-TZVPD basis set) of an isolated molecule of C3H5N3.

Positions of all 11 atoms, in Å:
N -1.915 -0.267 0.243
C -0.553 -0.199 -0.010
N 0.230 -1.268 -0.049
N 1.481 -0.781 -0.114
C 1.552 0.584 -0.196
C 0.211 0.967 -0.166
H -2.442 0.430 -0.265
H -2.283 -1.196 0.104
H 2.239 -1.447 -0.146
H 1.566 1.169 0.758
H -0.085 2.007 -0.159

LUMO energy in eV: 1.0
Molecular weight in g mol⁻¹: 83.09
Energy relative to the best compared isomer or geometry (same formula, charge and spin) in eV: 2.668
Total charge: 0
Highest occupied orbital energy in hartree: -0.31256
2S+1: 1
SMILES: Nc1cc[nH]n1

Atom charges from the natural (NBO) analysis, given in e for atoms 1 to 8: number 1, N, carries -0.80; number 2, C, carries 0.26; number 3, N, carries -0.27; number 4, N, carries -0.34; number 5, C, carries -0.23; number 6, C, carries -0.29; number 7, H, carries 0.38; number 8, H, carries 0.39

***

The following is a DFT calculation (ωB97M-V with the def2-TZVPD basis set) of an isolated molecule of C3H5N3.

Positions of all 11 atoms, in Å:
C 1.733 -0.153 0.011
C -0.695 0.859 -0.136
C -1.897 0.242 -0.014
H 1.915 -0.978 -0.730
H 1.908 -0.461 1.110
H 2.197 0.745 -0.352
H -0.496 1.831 0.244
H -2.962 0.579 0.017
N 0.269 -0.213 -0.087
N -1.615 -1.094 0.009
N -0.358 -1.357 -0.071

LUMO energy in eV: 0.9
Molecular weight in g mol⁻¹: 83.09
Energy relative to the best compared isomer or geometry (same formula, charge and spin) in eV: 2.155
Total charge: 0
Highest occupied orbital energy in hartree: -0.35796
2S+1: 1
SMILES: Cn1ccnn1

Atom charges from the natural (NBO) analysis, given in e for atoms 1 to 8: number 1, C, carries -0.43; number 2, C, carries -0.13; number 3, C, carries -0.11; number 4, H, carries 0.23; number 5, H, carries 0.23; number 6, H, carries 0.23; number 7, H, carries 0.22; number 8, H, carries 0.23